(1)
{"formula": "C23H36N2O3", "method": "wB97M-V/def2-TZVPD", "de_lowest_ev": 1.752, "e_tot_ha": -1233.23260, "homo_ev": -8.03, "spin_multiplicity": 1, "max_force_ev_per_a": 0.5, "elements": ["C", "H", "O", "C", "C", "C", "C", "C", "C", "O", "C", "C", "C", "N", "C", "C", "H", "H", "H", "H", "C", "C", "H", "H", "H", "C", "H", "H", "H", "H", "H", "H", "H", "H", "H", "H", "C", "O", "N", "C", "C", "C", "H", "C", "H", "H", "C", "C", "H", "H", "C", "H", "H", "H", "H", "H", "H", "H", "H", "H", "H", "H", "H", "H"], "positions_angstrom": [[3.332, 3.948, -2.298], [4.297, 4.281, -1.919], [2.934, 2.900, -1.451], [1.751, 2.276, -1.707], [0.880, 2.606, -2.730], [-0.304, 1.903, -2.905], [-0.638, 0.878, -2.041], [0.240, 0.527, -1.015], [1.430, 1.208, -0.834], [2.348, 0.968, 0.137], [2.156, -0.096, 1.051], [2.503, -1.456, 0.442], [2.408, -2.537, 1.516], [3.339, -2.240, 2.585], [2.983, -0.996, 3.233], [3.089, 0.154, 2.235], [2.833, 1.098, 2.715], [4.109, 0.222, 1.859], [1.955, -1.019, 3.644], [3.674, -0.821, 4.061], [3.636, -3.337, 3.496], [2.409, -3.979, 4.158], [1.806, -3.226, 4.662], [1.792, -4.485, 3.419], [2.730, -4.710, 4.895], [4.478, -4.399, 2.786], [3.874, -4.997, 2.108], [5.271, -3.920, 2.219], [4.923, -5.067, 3.519], [4.258, -2.898, 4.286], [1.365, -2.588, 1.879], [2.666, -3.501, 1.077], [1.838, -1.693, -0.390], [3.525, -1.410, 0.063], [1.115, -0.100, 1.412], [-0.025, -0.298, -0.373], [-1.876, 0.073, -2.287], [-2.002, -0.562, -3.321], [-2.825, 0.077, -1.317], [-2.727, 0.867, -0.109], [-4.020, 1.580, 0.288], [-4.526, 2.629, -0.716], [-4.017, 3.573, -0.502], [-4.293, 2.337, -2.201], [-3.226, 2.205, -2.369], [-4.581, 3.236, -2.753], [-5.072, 1.161, -2.809], [-5.274, -0.064, -1.918], [-5.877, -0.786, -2.475], [-5.862, 0.223, -1.047], [-3.978, -0.779, -1.503], [-4.146, -1.348, -0.582], [-3.694, -1.475, -2.297], [-6.067, 1.513, -3.095], [-4.558, 0.850, -3.720], [-5.592, 2.791, -0.542], [-4.788, 0.837, 0.493], [-3.822, 2.088, 1.236], [-1.937, 1.608, -0.245], [-2.439, 0.211, 0.727], [-0.966, 2.158, -3.718], [1.113, 3.410, -3.410], [2.624, 4.784, -2.269], [3.448, 3.609, -3.333]]}


(2)
{"formula": "C4H7NO", "method": "wB97M-V/def2-TZVPD", "de_lowest_ev": 5.058, "e_tot_ha": -286.44576, "homo_ev": [-8.27, -8.11], "spin_multiplicity": 1, "max_force_ev_per_a": 0.7, "elements": ["C", "C", "C", "N", "C", "O", "H", "H", "H", "H", "H", "H", "H"], "positions_angstrom": [[1.815, 0.095, 0.316], [0.691, 0.317, -0.613], [-1.375, -0.840, 0.166], [-1.774, 0.086, -0.881], [-0.626, 0.507, -0.099], [-0.593, 1.519, 0.711], [2.498, 0.954, 0.310], [1.444, -0.049, 1.333], [2.401, -0.771, -0.019], [0.906, 0.387, -1.684], [-1.887, -0.813, 1.127], [-1.022, -1.813, -0.166], [-2.567, 0.651, -0.587]]}


(3)
{"formula": "C3H5NO3P", "method": "wB97M-V/def2-TZVPD", "de_lowest_ev": 2.458, "e_tot_ha": -739.15126, "homo_ev": -4.50, "spin_multiplicity": 1, "total_charge": -1, "max_force_ev_per_a": 5.0, "elements": ["C", "C", "C", "N", "O", "O", "O", "P", "H", "H", "H", "H", "H"], "positions_angstrom": [[3.091, 0.052, 0.157], [0.823, -1.557, -0.234], [0.839, 1.008, -0.003], [1.645, -0.105, -0.355], [3.316, 1.220, 0.274], [3.698, -0.951, 0.366], [1.284, -2.584, -0.673], [-0.770, -1.447, 0.664], [-0.143, 0.980, -0.559], [0.786, 0.968, 1.057], [1.224, 2.017, -0.294], [-1.580, -1.253, -0.445], [-0.961, -2.908, 0.697]]}


(4)
{"formula": "C18H25CaCl2N4O2PS5", "method": "wB97M-V/def2-TZVPD", "de_lowest_ev": 1.412, "e_tot_ha": -5000.93837, "homo_ev": [-2.51, -4.13], "spin_multiplicity": 2, "total_charge": -1, "max_force_ev_per_a": 1.8, "elements": ["Ca", "C", "S", "C", "S", "N", "N", "C", "C", "C", "C", "C", "C", "N", "H", "H", "H", "H", "H", "H", "H", "H", "Cl", "C", "Cl", "H", "H", "C", "C", "O", "P", "S", "S", "O", "C", "C", "H", "H", "H", "H", "H", "H", "H", "H", "H", "H", "S", "C", "N", "C", "C", "C", "C", "H", "H", "H", "H", "H"], "positions_angstrom": [[-0.722, 0.479, 1.274], [-2.362, -3.875, 4.409], [-0.808, -3.078, 4.935], [-0.687, -1.739, 3.759], [-1.984, -0.659, 3.560], [0.495, -1.678, 3.230], [0.766, -0.672, 2.403], [2.022, -0.547, 2.002], [2.381, 0.559, 1.230], [3.713, 0.760, 0.781], [4.037, 1.901, 0.105], [3.036, 2.863, -0.117], [1.753, 2.576, 0.300], [1.402, 1.478, 0.944], [-2.646, -4.562, 5.198], [-2.191, -4.412, 3.482], [-3.114, -3.108, 4.268], [2.771, -1.266, 2.328], [4.443, -0.013, 0.973], [5.041, 2.073, -0.258], [3.257, 3.791, -0.619], [0.953, 3.278, 0.100], [-3.664, 1.854, 2.163], [-2.906, 3.128, 3.120], [-1.157, 2.888, 3.221], [-3.316, 3.087, 4.129], [-3.083, 4.082, 2.623], [-2.933, 3.972, -3.441], [-1.639, 3.228, -3.720], [-1.738, 1.867, -3.335], [-1.144, 1.340, -1.906], [-1.588, -0.572, -1.918], [-1.638, 2.602, -0.474], [0.468, 1.561, -2.125], [1.093, 0.919, -3.227], [2.434, 0.346, -2.800], [-2.836, 5.006, -3.761], [-3.151, 3.955, -2.376], [-3.753, 3.494, -3.968], [-0.812, 3.707, -3.185], [-1.415, 3.226, -4.795], [1.221, 1.665, -4.023], [0.437, 0.123, -3.610], [3.076, 1.145, -2.438], [2.910, -0.154, -3.640], [2.280, -0.368, -1.995], [-2.606, -3.174, 0.882], [-1.080, -3.517, 0.327], [-0.862, -3.477, -1.032], [0.308, -3.823, -1.609], [1.355, -4.243, -0.850], [1.210, -4.261, 0.557], [0.019, -3.915, 1.128], [-1.611, -3.068, -1.584], [0.350, -3.758, -2.688], [2.279, -4.550, -1.314], [2.043, -4.551, 1.180], [-0.105, -3.909, 2.199]]}


(5)
{"formula": "C24H38N4OPdTe", "method": "wB97M-V/def2-TZVPD", "de_lowest_ev": 1.772, "e_tot_ha": -1627.41376, "homo_ev": [-2.61, -2.57], "spin_multiplicity": 2, "total_charge": -1, "max_force_ev_per_a": 1.1, "elements": ["Pd", "N", "C", "C", "N", "C", "C", "N", "H", "H", "H", "H", "H", "H", "H", "H", "H", "H", "H", "H", "H", "C", "C", "O", "N", "Te", "C", "C", "C", "C", "C", "C", "C", "C", "C", "C", "C", "C", "C", "C", "C", "C", "C", "C", "H", "H", "H", "H", "H", "H", "H", "H", "H", "H", "H", "H", "H", "H", "H", "H", "H", "H", "H", "H", "H", "H", "H", "H", "H"], "positions_angstrom": [[-0.743, 0.972, -1.611], [0.230, -0.719, -3.260], [1.424, -0.324, -3.981], [2.363, 0.410, -3.006], [1.688, 1.537, -2.413], [1.877, 2.840, -3.006], [0.536, 3.535, -3.328], [-0.392, 3.379, -2.225], [-0.450, -1.168, -3.865], [0.481, -1.354, -2.500], [1.967, -1.183, -4.422], [1.129, 0.346, -4.794], [2.634, -0.291, -2.209], [3.289, 0.691, -3.545], [1.841, 1.566, -1.401], [2.441, 3.498, -2.328], [2.443, 2.755, -3.944], [0.754, 4.598, -3.564], [0.088, 3.074, -4.216], [0.045, 3.644, -1.339], [-1.244, 3.916, -2.355], [3.340, 3.669, 0.558], [2.034, 2.910, 0.806], [1.030, 3.532, 1.243], [2.078, 1.638, 0.553], [0.072, 1.000, 0.803], [-1.918, 0.237, 1.858], [-3.176, 0.555, 1.345], [-3.367, 1.382, 0.105], [-4.316, 0.086, 1.993], [-4.235, -0.678, 3.143], [-5.466, -1.187, 3.843], [-2.978, -0.962, 3.659], [-1.829, -0.501, 3.035], [-0.484, -0.815, 3.621], [0.638, -1.052, 0.537], [-0.184, -1.965, -0.150], [-1.553, -1.628, -0.646], [0.277, -3.257, -0.394], [1.515, -3.693, 0.039], [2.000, -5.088, -0.233], [2.286, -2.809, 0.774], [1.861, -1.515, 1.040], [2.744, -0.689, 1.924], [3.793, 3.897, 1.521], [3.136, 4.604, 0.040], [4.018, 3.048, -0.024], [-2.492, 1.316, -0.581], [-3.485, 2.432, 0.381], [-4.267, 1.064, -0.427], [-5.289, 0.321, 1.577], [-6.362, -0.968, 3.263], [-5.568, -0.717, 4.823], [-5.403, -2.265, 3.998], [-2.894, -1.560, 4.560], [-0.575, -1.182, 4.644], [0.138, 0.083, 3.607], [0.020, -1.571, 3.017], [-1.509, -0.657, -1.217], [-2.238, -1.479, 0.188], [-1.944, -2.414, -1.294], [-0.366, -3.946, -0.929], [1.335, -5.595, -0.928], [2.041, -5.669, 0.689], [3.004, -5.067, -0.656], [3.235, -3.139, 1.178], [3.225, -1.327, 2.666], [2.168, 0.088, 2.421], [3.508, -0.186, 1.336]]}